Density functional theory data (ωB97M-V/def2-TZVPD) for a gas-phase ion, C4H11O (charge +1) at a distorted geometry.

LUMO energy in eV: -2.93
2S+1: 1
Highest occupied orbital energy in eV: -16.986
Gap between HOMO and LUMO in eV: 14.1
Total charge: +1
ΔE to the lowest compared entry with this formula, charge and spin in kcal per mole: 0.40

Element x y z (Å)
C1 0.768 -0.891 -1.317
C2 -0.035 1.702 0.553
C3 -1.419 -0.358 0.592
C4 0.968 -0.622 0.159
O1 -0.090 0.138 0.822
H1 -0.082 -1.542 -1.506
H2 1.655 -1.402 -1.680
H3 0.657 0.023 -1.893
H4 0.893 2.040 1.005
H5 -0.052 1.874 -0.519
H6 -0.898 2.126 1.050
H7 -1.422 -1.425 0.810
H8 -2.085 0.144 1.293
H9 -1.758 -0.182 -0.429
H10 1.012 -1.561 0.719
H11 1.889 -0.066 0.340

Want to see where the charge sits? The Mulliken charges in e are: atom 1 (C): -1.0640, atom 2 (C): -0.6576, atom 3 (C): -0.7508, atom 4 (C): -0.2120, atom 5 (O): -0.0694, atom 6 (H): 0.3525, atom 7 (H): 0.3830, atom 8 (H): 0.3294, atom 9 (H): 0.3149, atom 10 (H): 0.3506, atom 11 (H): 0.3355, atom 12 (H): 0.3366, atom 13 (H): 0.3413, atom 14 (H): 0.3780, atom 15 (H): 0.3171, atom 16 (H): 0.3149

***

Density functional theory data (ωB97M-V/def2-TZVPD) for 8 unconnected molecules or ions with the total composition C37H79N2O10S7 at a distorted geometry.

LUMO energy (alpha / beta) in eV: 0.39 / 0.38
2S+1: 2
Highest occupied orbital energy (alpha / beta) in eV: -7.789 / -7.789
Gap between HOMO and LUMO (alpha / beta) in eV: 8.2 / 8.2
Total charge: 0

Element x y z (Å)
C1 -0.742 -4.079 3.657
O1 -0.552 -5.161 2.670
C2 -1.520 -5.028 1.558
C3 -0.708 -5.326 0.161
C4 -1.351 -4.441 -1.090
C5 -1.221 -2.825 -0.801
C6 -0.439 -2.001 -2.028
C7 -1.090 -2.368 -3.492
C8 -1.578 -1.072 -4.376
C9 -3.066 -0.474 -3.901
O2 -3.171 0.871 -3.944
N1 -4.244 -1.337 -3.500
C10 -4.596 -1.201 -2.030
C11 -4.664 0.197 -1.172
C12 -5.009 0.282 0.444
C13 -5.308 -1.094 1.284
C14 -5.294 -2.514 0.437
C15 -4.950 -2.607 -1.197
C16 -0.433 -0.389 -1.699
C17 0.337 0.025 -0.308
C18 0.833 1.608 -0.533
C19 -0.721 0.113 0.983
N2 1.592 -0.755 -0.009
O3 1.503 -1.514 1.093
C20 2.154 -1.485 -1.202
C21 2.937 -0.470 -2.276
C22 3.376 -2.457 -0.600
C23 1.122 -2.500 -1.967
H1 -1.850 -3.721 3.771
H2 0.019 -3.218 3.377
H3 -0.404 -4.529 4.707
H4 -2.387 -5.827 1.637
H5 -2.037 -3.975 1.608
H6 0.455 -5.081 0.226
H7 -0.854 -6.464 -0.166
H8 -0.679 -4.718 -2.038
H9 -2.445 -4.772 -1.340
H10 -0.636 -2.733 0.235
H11 -2.239 -2.272 -0.640
H12 -2.038 -3.089 -3.426
H13 -0.317 -2.962 -4.182
H14 -1.774 -1.488 -5.479
H15 -0.769 -0.229 -4.504
H16 -4.060 -2.336 -3.739
H17 -4.460 1.245 -1.702
H18 -5.020 1.344 0.970
H19 -5.512 -0.990 2.434
H20 -5.516 -3.496 1.079
H21 -4.969 -3.670 -1.694
H22 -1.543 -0.030 -1.608
H23 0.071 0.270 -2.557
H24 0.205 2.130 -1.397
H25 1.986 1.644 -0.726
H26 0.640 2.172 0.482
H27 -1.644 0.732 0.604
H28 -0.233 0.713 1.872
H29 -1.023 -0.935 1.403
H30 2.202 0.107 -2.980
H31 3.598 0.237 -1.588
H32 3.717 -1.134 -2.881
H33 2.930 -3.404 -0.027
H34 3.990 -1.861 0.230
H35 4.112 -2.829 -1.431
H36 1.533 -2.623 -3.080
H37 1.271 -3.569 -1.470
C24 -9.530 1.222 -3.307
S1 -8.150 1.013 -2.155
O4 -8.670 1.284 -0.775
C25 -7.239 2.481 -2.691
H38 -10.256 0.425 -3.127
H39 -10.008 2.191 -3.145
H40 -9.163 1.151 -4.333
H41 -7.860 3.372 -2.568
H42 -6.948 2.368 -3.738
H43 -6.342 2.578 -2.076
C26 7.900 1.494 0.307
S2 6.331 0.884 0.970
O5 5.577 0.255 -0.163
C27 5.609 2.516 1.266
H44 8.510 0.636 0.015
H45 7.716 2.123 -0.567
H46 8.424 2.065 1.077
H47 5.568 3.081 0.331
H48 6.210 3.053 2.003
H49 4.596 2.383 1.653
C28 3.979 2.633 5.211
S3 5.780 2.561 5.051
O6 6.127 1.232 4.447
C29 6.118 2.456 6.825
H50 3.543 2.665 4.210
H51 3.615 1.746 5.736
H52 3.697 3.535 5.758
H53 5.621 1.581 7.250
H54 5.764 3.365 7.318
H55 7.197 2.364 6.969
C30 11.259 -0.684 1.588
S4 11.260 0.932 2.401
O7 10.904 1.958 1.366
C31 13.050 1.011 2.652
H56 10.233 -0.928 1.302
H57 11.886 -0.652 0.694
H58 11.631 -1.442 2.281
H59 13.565 0.937 1.692
H60 13.362 0.197 3.310
H61 13.293 1.967 3.121
C32 1.879 7.263 6.703
S5 3.680 7.191 6.543
O8 4.027 5.862 5.939
C33 4.018 7.086 8.317
H62 1.443 7.295 5.701
H63 1.515 6.376 7.227
H64 1.597 8.165 7.249
H65 3.521 6.211 8.741
H66 3.664 7.995 8.810
H67 5.097 6.994 8.460
C34 -5.203 5.665 -6.547
S6 -5.698 4.798 -5.038
O9 -6.245 5.822 -4.089
C35 -4.019 4.397 -4.497
H68 -6.101 6.043 -7.041
H69 -4.546 6.502 -6.299
H70 -4.688 4.970 -7.215
H71 -3.436 5.314 -4.376
H72 -3.544 3.745 -5.233
H73 -4.078 3.877 -3.538
C36 -7.645 -7.388 -1.904
S7 -6.410 -6.541 -2.919
O10 -6.069 -5.252 -2.233
C37 -7.530 -6.151 -4.285
H74 -7.175 -7.693 -0.966
H75 -8.478 -6.713 -1.688
H76 -8.007 -8.273 -2.431
H77 -8.370 -5.554 -3.921
H78 -7.896 -7.078 -4.733
H79 -6.978 -5.580 -5.035

Results of the Mulliken charge analysis, in e, for atoms 1 through 99: atom 1 (C): -0.4362, atom 2 (O): -0.4061, atom 3 (C): -0.0342, atom 4 (C): -0.5565, atom 5 (C): -0.4955, atom 6 (C): -0.1606, atom 7 (C): 1.8902, atom 8 (C): -0.4550, atom 9 (C): -0.7101, atom 10 (C): 0.0943, atom 11 (O): -0.4912, atom 12 (N): -0.1918, atom 13 (C): 0.5634, atom 14 (C): -0.1582, atom 15 (C): -0.3138, atom 16 (C): -0.5418, atom 17 (C): -0.4584, atom 18 (C): -0.2254, atom 19 (C): -1.6464, atom 20 (C): 0.7710, atom 21 (C): -0.9529, atom 22 (C): -0.9035, atom 23 (N): 0.7519, atom 24 (O): -0.5307, atom 25 (C): 0.8756, atom 26 (C): -1.0994, atom 27 (C): -1.0878, atom 28 (C): -1.2084, atom 29 (H): 0.2610, atom 30 (H): 0.1249, atom 31 (H): 0.2375, atom 32 (H): 0.2261, atom 33 (H): 0.0799, atom 34 (H): 0.0968, atom 35 (H): 0.3988, atom 36 (H): 0.2883, atom 37 (H): 0.1290, atom 38 (H): -0.0946, atom 39 (H): -0.0407, atom 40 (H): 0.1255, atom 41 (H): 0.4181, atom 42 (H): 0.4452, atom 43 (H): 0.2058, atom 44 (H): 0.4209, atom 45 (H): 0.2129, atom 46 (H): 0.3018, atom 47 (H): 0.2760, atom 48 (H): 0.2953, atom 49 (H): 0.2094, atom 50 (H): -0.0006, atom 51 (H): 0.3166, atom 52 (H): 0.1599, atom 53 (H): 0.1930, atom 54 (H): 0.3409, atom 55 (H): 0.2502, atom 56 (H): 0.4449, atom 57 (H): -0.0060, atom 58 (H): 0.1539, atom 59 (H): 0.0847, atom 60 (H): 0.4587, atom 61 (H): 0.2598, atom 62 (H): 0.1694, atom 63 (H): 0.3373, atom 64 (H): 0.2561, atom 65 (H): 0.1755, atom 66 (C): -1.0374, atom 67 (S): 0.6918, atom 68 (O): -0.6863, atom 69 (C): -1.0192, atom 70 (H): 0.3284, atom 71 (H): 0.3278, atom 72 (H): 0.3299, atom 73 (H): 0.5235, atom 74 (H): 0.3034, atom 75 (H): 0.2513, atom 76 (C): -1.0080, atom 77 (S): 0.5670, atom 78 (O): -0.5759, atom 79 (C): -0.9400, atom 80 (H): 0.2627, atom 81 (H): 0.3498, atom 82 (H): 0.3771, atom 83 (H): 0.4255, atom 84 (H): 0.3783, atom 85 (H): 0.1349, atom 86 (C): -0.7047, atom 87 (S): 0.5537, atom 88 (O): -0.6101, atom 89 (C): -0.9191, atom 90 (H): 0.2018, atom 91 (H): 0.3478, atom 92 (H): 0.2545, atom 93 (H): 0.2987, atom 94 (H): 0.2967, atom 95 (H): 0.3185, atom 96 (C): -0.9140, atom 97 (S): 0.5338, atom 98 (O): -0.6040, atom 99 (C): -0.9458

***

Density functional theory data (ωB97M-V/def2-TZVPD) for 2 unconnected molecules or ions with the total composition C5H17N2O at a distorted geometry.

LUMO energy in eV: -3.11
2S+1: 1
Highest occupied orbital energy in eV: -13.177
Gap between HOMO and LUMO in eV: 10.1
Total charge: +1
ΔE to the lowest compared entry with this formula, charge and spin in kcal per mole: 64.62

Element x y z (Å)
N1 -0.957 -1.589 0.575
C1 -0.871 -0.495 1.643
C2 -0.068 -1.032 2.862
C3 -0.054 0.797 1.121
N2 -0.569 1.206 -0.145
C4 0.582 1.215 -1.150
C5 0.149 1.760 -2.558
H1 -1.681 -2.314 0.797
H2 -1.065 -0.958 -0.252
H3 -0.136 -2.158 0.508
H4 -1.937 -0.078 1.856
H5 0.023 0.021 3.524
H6 0.969 -1.414 2.549
H7 -0.421 -1.784 3.476
H8 -0.334 1.500 1.907
H9 1.065 0.807 1.145
H10 -1.013 2.031 0.034
H11 1.490 1.762 -1.034
H12 0.925 0.167 -1.426
H13 -0.759 1.238 -2.871
H14 1.016 1.442 -3.360
H15 0.005 2.813 -2.715
H16 2.001 -1.448 -2.204
H17 0.522 -1.907 -2.511
O1 1.119 -1.583 -1.771

Want to see where the charge sits? The Mulliken charges in e are: atom 1 (N): -0.2440, atom 2 (C): 0.1238, atom 3 (C): -1.2177, atom 4 (C): -0.9778, atom 5 (N): -0.4184, atom 6 (C): -0.0768, atom 7 (C): -1.3251, atom 8 (H): 0.3740, atom 9 (H): 0.3188, atom 10 (H): 0.3524, atom 11 (H): 0.2730, atom 12 (H): 0.2711, atom 13 (H): 0.3563, atom 14 (H): 0.4518, atom 15 (H): 0.5520, atom 16 (H): 0.3153, atom 17 (H): 0.2693, atom 18 (H): 0.4464, atom 19 (H): 0.1631, atom 20 (H): 0.3573, atom 21 (H): 0.2593, atom 22 (H): 0.4044, atom 23 (H): 0.3235, atom 24 (H): 0.3494, atom 25 (O): -0.7016

***

Density functional theory data (ωB97M-V/def2-TZVPD) for a molecular structure, C4H3Cl2N at a distorted geometry.

LUMO energy in eV: -0.33
2S+1: 1
Highest occupied orbital energy in eV: -8.384
Gap between HOMO and LUMO in eV: 8.1
Total charge: 0
ΔE to the lowest compared entry with this formula, charge and spin in kcal per mole: 80.42

Element x y z (Å)
C1 0.020 1.002 0.530
C2 -1.211 1.322 0.146
C3 -0.114 -0.239 -0.335
C4 0.730 -1.405 -0.334
N1 -1.339 0.054 -0.688
Cl1 1.248 1.745 1.528
Cl2 -2.261 2.548 0.194
H1 0.525 -1.967 0.516
H2 1.755 -0.935 -0.289
H3 0.647 -2.126 -1.269

Want to see where the charge sits? The Mulliken charges in e are: atom 1 (C): -0.0100, atom 2 (C): 0.2895, atom 3 (C): 0.7265, atom 4 (C): -0.8335, atom 5 (N): -0.6204, atom 6 (Cl): -0.1963, atom 7 (Cl): -0.1704, atom 8 (H): 0.2802, atom 9 (H): 0.2620, atom 10 (H): 0.2723